[1]
Formula: H12O6
Source: the OMol25 dataset
Level of theory: ωB97M-V/def2-TZVPD

Positions of all 18 atoms, in Å:
O 1.501 -5.910 2.694
O 0.771 -8.483 3.225
H 4.156 -6.942 2.834
H 4.077 -9.293 5.453
H 4.471 -6.219 4.099
H 3.756 -9.529 2.356
H 5.057 -10.191 4.708
H 2.411 -8.266 4.688
H 0.833 -9.120 2.511
O 3.012 -7.511 4.999
H 0.647 -7.637 2.811
H 2.441 -5.923 2.886
O 3.846 -8.716 1.772
H 2.314 -6.839 5.269
O 4.278 -6.049 3.181
H 1.399 -5.529 1.817
H 2.926 -8.420 1.805
O 4.136 -9.870 4.683

Atomic forces in eV per Å
O -1.10 -0.05 -0.36
O 0.14 -1.19 0.47
H 0.29 -0.33 -0.16
H -0.11 0.22 -0.10
H -0.05 -0.05 0.49
H 0.62 1.40 -0.73
H -0.66 0.13 -0.09
H 1.15 1.44 0.23
H -0.19 -0.20 -0.04
O -2.98 -0.33 0.54
H 0.16 1.11 -0.24
H 0.94 0.17 0.19
O -0.74 -1.46 1.10
H 1.37 -1.09 -0.44
O 0.05 0.42 -0.79
H 0.14 0.17 0.08
H 0.05 0.28 -0.19
O 0.93 -0.63 0.06

As for the energy above the lowest of the compared OMol25 structures with the same formula, charge and spin: 94.6 kJ/mol. The value obtained for the HOMO energy is -0.40255 Eh. For the largest force on an atom, the calculation gives 3.047 eV/A. As for the gap between HOMO and LUMO: 0.4177 hartree. Its net charge is 0.

=====

[2]
Formula: H12O6
Source: the OMol25 dataset
Level of theory: ωB97M-V/def2-TZVPD

Positions of all 18 atoms, in Å:
H 0.196 2.364 -2.780
H -2.020 -0.750 1.901
H -1.257 2.005 1.718
O -0.232 -0.683 -0.251
H -2.931 -1.971 2.102
O -0.460 1.868 -2.278
O -0.843 1.240 2.132
H 2.253 -3.099 -1.334
H -0.173 0.948 -2.322
H 0.055 -1.602 -0.399
H 2.355 1.739 -0.073
H 1.356 2.465 0.823
O 1.312 -2.897 -1.275
O 1.538 1.607 0.421
O -2.556 -1.214 2.564
H 0.592 -0.173 -0.232
H -0.216 0.906 1.468
H 1.029 -2.752 -2.186

Atomic forces in eV per Å
H -0.09 -0.07 0.02
H -0.07 0.05 0.28
H -0.06 -0.15 -0.03
O 0.20 -0.24 -0.23
H 0.06 0.09 0.01
O 0.15 0.03 -0.15
O 0.28 0.06 -0.20
H -0.11 0.00 0.08
H -0.15 0.06 0.18
H 0.03 0.42 0.17
H -0.07 -0.03 0.06
H -0.09 -0.14 0.02
O 0.06 -0.03 -0.28
O 0.36 0.13 -0.10
O 0.02 -0.10 -0.26
H -0.22 -0.05 0.09
H -0.35 0.06 0.22
H 0.05 -0.08 0.11

As for the energy above the lowest of the compared OMol25 structures with the same formula, charge and spin: 130.6 kJ/mol. The value obtained for the HOMO energy is -0.38214 Eh. For the largest force on an atom, the calculation gives 0.457 eV/A. As for the gap between HOMO and LUMO: 0.3836 hartree. Its net charge is 0.

=====

[3]
Formula: H12O6
Source: the OMol25 dataset
Level of theory: ωB97M-V/def2-TZVPD

Positions of all 18 atoms, in Å:
O 2.347 -3.899 2.204
H 2.607 3.627 0.611
H -6.470 -2.200 1.420
O -6.700 -1.452 0.867
H -5.944 -0.975 0.526
H 0.333 2.927 0.688
O 4.531 -2.730 0.743
H -1.067 2.310 -5.829
H 2.425 -4.758 1.769
O 1.665 3.644 0.380
O -1.221 1.791 -5.038
H 3.738 -3.225 0.514
H 4.090 -1.947 1.088
H 1.610 -4.045 2.809
H -0.918 2.875 1.706
H -2.145 1.688 -4.811
O -0.572 2.423 0.885
H 1.691 3.945 -0.531

Atomic forces in eV per Å
O -0.42 -0.33 -0.01
H -0.22 -0.31 0.55
H 0.55 0.14 -0.12
O -0.91 0.28 -0.15
H 0.35 -0.43 0.27
H 1.35 0.27 -0.38
O -0.47 0.33 -0.24
H -0.65 0.03 -0.08
H 0.18 0.08 0.04
O -0.43 -0.15 -0.08
O 0.82 -0.33 0.72
H 0.20 -0.45 -0.08
H 0.43 0.21 0.27
H 0.07 0.16 0.03
H -0.23 -0.25 -0.04
H -0.18 0.32 -0.61
O -0.21 0.27 0.41
H -0.24 0.18 -0.49

As for the energy above the lowest of the compared OMol25 structures with the same formula, charge and spin: 205.3 kJ/mol. The spin multiplicity is 2. The value obtained for the HOMO energy (spin up / spin down) is -0.47768 / -0.47767 Eh. For the largest force on an atom, the calculation gives 1.430 eV/A. As for the gap between HOMO and LUMO (spin up / spin down): 0.3067 / 0.0547 hartree. Its net charge is +1.

=====

[4]
Formula: H12S6
Source: the OMol25 dataset
Level of theory: ωB97M-V/def2-TZVPD

Positions of all 18 atoms, in Å:
S -2.902 4.476 3.179
H -3.455 5.535 2.524
H 3.765 3.979 2.859
H 2.808 -1.006 2.794
S 3.949 -1.474 2.276
H -3.006 -2.068 -5.649
S -1.900 -3.637 3.655
H 2.228 -3.734 -5.433
S 3.605 3.743 1.562
H 2.270 3.704 1.566
H -3.998 -0.383 -5.865
S -3.350 -1.017 -4.912
H -2.986 -4.051 4.328
H 3.604 -2.130 1.147
H -2.570 -2.568 3.216
S 2.716 -2.485 -5.260
H -2.860 5.124 4.374
H 2.082 -2.009 -6.359

Atomic forces in eV per Å
S -0.19 0.61 0.15
H 0.25 -0.43 0.38
H -0.25 0.04 0.28
H -0.39 -0.33 -0.62
S 1.07 -0.02 0.20
H -0.04 -0.11 -0.32
S -0.19 -0.05 0.10
H 0.10 0.34 0.00
S 0.30 -0.10 -0.55
H -0.06 0.05 0.28
H -0.26 0.13 -0.60
S 0.31 -0.02 0.92
H 0.14 -0.06 -0.01
H -0.68 0.35 0.42
H 0.05 0.12 -0.10
S -0.29 -0.14 -0.35
H -0.06 -0.19 -0.53
H 0.18 -0.20 0.35

As for the energy above the lowest of the compared OMol25 structures with the same formula, charge and spin: 18.6 kJ/mol. The value obtained for the HOMO energy is -0.35137 Eh. For the largest force on an atom, the calculation gives 1.090 eV/A. As for the gap between HOMO and LUMO: 0.3701 hartree. Its net charge is 0.

=====

[5]
Formula: H13NO5
Source: the OMol25 dataset
Level of theory: ωB97M-V/def2-TZVPD

Positions of all 19 atoms, in Å:
H 2.025 0.873 -1.303
H -1.180 -1.319 -1.515
H -2.066 -0.833 1.525
H -0.825 -0.028 1.652
H 3.272 -0.893 -0.771
H -2.620 -1.543 -1.012
O -1.809 -1.043 -0.839
O 2.466 -1.316 -1.083
H -1.389 3.042 0.420
O 1.211 -1.733 1.503
H 0.516 -1.173 1.163
N -1.380 2.413 -0.394
H 1.040 1.530 -0.401
H 0.752 -2.332 2.100
O -1.280 -0.760 2.078
H -1.931 2.809 -1.166
O 1.749 1.763 -1.005
H 1.933 -1.435 -0.281
H -0.483 1.978 -0.671

Atomic forces in eV per Å
H 0.12 0.07 -0.18
H -0.07 -0.19 -0.01
H -0.09 -0.37 0.07
H 0.06 0.16 0.35
H 0.23 -0.26 0.07
H 0.25 0.08 -0.06
O -0.13 0.32 -0.04
O -0.45 0.81 -0.12
H -0.08 -0.61 0.36
O 0.68 0.05 -0.30
H -0.45 -0.24 0.21
N 0.66 1.71 -0.69
H 0.66 -0.25 0.66
H -0.02 -0.02 -0.01
O -0.33 0.45 -0.17
H -0.30 -0.67 -0.04
O -0.66 -0.25 -0.20
H 0.39 -0.51 0.15
H -0.47 -0.28 -0.05

As for the energy above the lowest of the compared OMol25 structures with the same formula, charge and spin: 129.4 kJ/mol. The spin multiplicity is 2. The value obtained for the HOMO energy (spin up / spin down) is -0.53513 / -0.53496 Eh. For the largest force on an atom, the calculation gives 1.963 eV/A. As for the gap between HOMO and LUMO (spin up / spin down): 0.3623 / 0.1508 hartree. Its net charge is +1.

=====

[6]
Formula: H13O6
Source: the OMol25 dataset
Level of theory: ωB97M-V/def2-TZVPD

Positions of all 19 atoms, in Å:
H -0.180 -0.365 2.088
H 3.190 -0.507 -0.824
H -3.247 0.707 0.340
O -1.119 -0.139 2.214
H -1.697 -0.375 1.480
O 2.334 -0.910 -0.966
H 0.704 0.945 -0.608
H 2.537 1.545 0.202
H 1.505 2.519 0.087
H 2.458 -1.846 -0.964
O -0.619 -2.184 -0.584
H -0.824 0.688 -0.260
O 1.980 1.932 -0.465
H -0.310 -3.068 -0.460
O -2.460 1.219 0.177
H -1.516 -2.165 -0.253
H -0.001 -0.581 -0.763
O -0.088 0.429 -0.872
H -2.646 2.154 0.431

Atomic forces in eV per Å
H -0.92 -0.29 -0.30
H 0.36 -0.15 -0.15
H -0.63 0.05 0.05
O 0.48 0.25 0.52
H 0.75 -0.12 0.14
O -0.68 0.94 0.17
H 1.58 0.19 -0.29
H 0.97 -0.62 0.26
H -0.91 1.88 0.65
H 0.39 -0.94 -0.03
O -0.09 1.32 -0.14
H -0.57 0.30 -0.36
O -0.14 -0.90 -0.48
H 0.41 -0.91 0.11
O 0.44 1.18 -0.13
H -0.34 -0.24 0.03
H 0.36 0.56 -0.32
O -1.51 -1.35 0.44
H 0.05 -1.16 -0.18

As for the energy above the lowest of the compared OMol25 structures with the same formula, charge and spin: 127.5 kJ/mol. The value obtained for the HOMO energy is -0.55625 Eh. For the largest force on an atom, the calculation gives 2.183 eV/A. As for the gap between HOMO and LUMO: 0.4282 hartree. Its net charge is +1.

=====

[7]
Formula: H13O6S
Source: the OMol25 dataset
Level of theory: ωB97M-V/def2-TZVPD

Positions of all 20 atoms, in Å:
O 0.824 -1.163 3.527
O 1.919 3.258 -4.787
S -2.164 -0.584 1.188
H -0.286 -0.457 -0.041
H -0.061 -0.777 3.523
H 0.821 -1.481 0.252
H -1.738 -2.995 0.795
H 2.816 3.510 -4.549
H -0.968 -3.053 -0.495
H 0.818 1.923 -1.701
H -1.965 0.635 0.655
H 0.404 1.085 1.902
H 1.269 -0.648 2.847
O 0.561 -0.826 -0.403
O 0.597 2.006 1.649
H -0.098 2.082 0.984
H 1.119 0.562 -1.474
O 1.081 1.161 -2.240
O -1.151 -3.582 0.288
H 1.749 2.511 -4.194

Atomic forces in eV per Å
O 0.09 0.28 0.06
O 0.16 -0.19 0.23
S 0.23 0.44 0.25
H 0.14 -0.75 0.04
H -0.28 -0.23 -0.13
H -0.14 -0.02 0.06
H 0.30 -0.01 -0.21
H -0.01 0.09 -0.08
H 0.00 0.12 0.02
H 0.02 0.42 -0.74
H -0.24 0.01 -0.02
H 0.17 0.29 0.19
H 0.17 -0.14 -0.02
O 0.00 0.41 -0.02
O -0.32 -0.66 -0.16
H -0.02 0.42 -0.05
H 0.21 -1.16 -0.40
O -0.11 0.84 0.91
O -0.18 -0.15 0.10
H -0.20 -0.02 -0.03

As for the energy above the lowest of the compared OMol25 structures with the same formula, charge and spin: 93.4 kJ/mol. The value obtained for the HOMO energy is -0.16221 Eh. For the largest force on an atom, the calculation gives 1.242 eV/A. As for the gap between HOMO and LUMO: 0.2750 hartree. Its net charge is -1.

=====

[8]
Formula: H13O6S
Source: the OMol25 dataset
Level of theory: ωB97M-V/def2-TZVPD

Positions of all 20 atoms, in Å:
O 0.439 1.872 3.050
O 0.434 -0.659 -2.727
H 1.178 -0.351 -2.208
O -0.241 2.093 -1.019
O -2.137 1.036 0.945
O -1.915 -2.488 -1.267
H 0.726 1.328 2.297
H 0.456 1.959 -0.355
O 0.553 -2.086 0.084
H -1.125 -2.613 -0.731
H 0.977 -2.015 0.949
S 2.320 0.675 0.182
H -1.413 0.472 1.210
H -1.579 -2.401 -2.159
H -2.557 0.579 0.212
H 1.256 1.975 3.515
H 0.902 -1.205 -0.185
H -0.338 -0.286 -2.290
H 3.146 0.109 1.080
H -1.082 2.004 -0.584

Atomic forces in eV per Å
O -0.59 -0.43 -0.42
O -0.39 -0.40 -0.45
H 0.31 0.26 0.32
O 0.57 0.22 -0.88
O -0.50 0.39 -0.09
O -0.65 -0.08 -0.05
H 0.02 0.19 -0.26
H -0.26 -0.05 0.04
O 0.46 0.64 0.55
H 0.47 0.21 0.26
H -0.24 -0.70 0.28
S -0.13 -0.20 0.17
H 0.36 -0.27 0.07
H 0.22 0.04 -0.21
H -0.01 -0.30 -0.01
H 0.73 0.24 0.52
H -0.14 -0.03 -0.65
H 0.15 0.28 0.12
H -0.07 0.03 -0.06
H -0.30 -0.04 0.77

As for the energy above the lowest of the compared OMol25 structures with the same formula, charge and spin: 64.7 kJ/mol. The value obtained for the HOMO energy is -0.16543 Eh. For the largest force on an atom, the calculation gives 1.067 eV/A. As for the gap between HOMO and LUMO: 0.2919 hartree. Its net charge is -1.

=====

- What is the formula in the second record?
  H12O6

=====

- What is the net charge in the fifth record?
  +1

=====

- What is the net charge in the fifth record?
  +1

=====

Copy entry 4 word for word.
Formula: H12S6
Source: the OMol25 dataset
Level of theory: ωB97M-V/def2-TZVPD

Positions of all 18 atoms, in Å:
S -2.902 4.476 3.179
H -3.455 5.535 2.524
H 3.765 3.979 2.859
H 2.808 -1.006 2.794
S 3.949 -1.474 2.276
H -3.006 -2.068 -5.649
S -1.900 -3.637 3.655
H 2.228 -3.734 -5.433
S 3.605 3.743 1.562
H 2.270 3.704 1.566
H -3.998 -0.383 -5.865
S -3.350 -1.017 -4.912
H -2.986 -4.051 4.328
H 3.604 -2.130 1.147
H -2.570 -2.568 3.216
S 2.716 -2.485 -5.260
H -2.860 5.124 4.374
H 2.082 -2.009 -6.359

Atomic forces in eV per Å
S -0.19 0.61 0.15
H 0.25 -0.43 0.38
H -0.25 0.04 0.28
H -0.39 -0.33 -0.62
S 1.07 -0.02 0.20
H -0.04 -0.11 -0.32
S -0.19 -0.05 0.10
H 0.10 0.34 0.00
S 0.30 -0.10 -0.55
H -0.06 0.05 0.28
H -0.26 0.13 -0.60
S 0.31 -0.02 0.92
H 0.14 -0.06 -0.01
H -0.68 0.35 0.42
H 0.05 0.12 -0.10
S -0.29 -0.14 -0.35
H -0.06 -0.19 -0.53
H 0.18 -0.20 0.35

As for the energy above the lowest of the compared OMol25 structures with the same formula, charge and spin: 18.6 kJ/mol. The value obtained for the HOMO energy is -0.35137 Eh. For the largest force on an atom, the calculation gives 1.090 eV/A. As for the gap between HOMO and LUMO: 0.3701 hartree. Its net charge is 0.